#A
This record from the OMol25 dataset describes 2 unconnected molecules or ions with the total composition C3H6N4O. The level of theory is the ωB97M-V functional and the def2-TZVPD basis.

Computed properties:
frontier orbital gap = 8.1 eV
lowest unoccupied orbital energy = -0.2 eV
HOMO level = -8.3 eV

Last column: Mulliken charge in e.
Cartesian coordinates (Å):
C: -0.3579 -0.1342 -0.2820  0.58
C: 0.3436 -1.4622 0.1573  -0.24
C: 1.6282 -1.2060 0.2220  -0.52
H: -3.2433 0.4093 0.9444  0.26
H: -2.0668 -1.5180 0.3885  0.26
H: -0.0987 -2.5974 0.2785  0.17
H: 2.3872 -1.8886 0.6880  0.35
H: 2.8590 0.3408 -0.6580  0.26
H: -0.3449 1.3348 1.2108  0.37
N: -2.6500 -0.5574 -0.0665  -0.53
N: -1.6047 0.3326 -0.3667  -0.33
N: 1.9648 0.1634 -0.1573  -0.18
N: 0.7674 0.9001 -0.4582  -0.05
O: 0.1851 1.8578 0.4881  -0.41



#B
This record from the OMol25 dataset describes a single C3H6N4O molecule. The level of theory is the ωB97M-V functional and the def2-TZVPD basis.

Computed properties:
frontier orbital gap = 9.9 eV
lowest unoccupied orbital energy = 0.8 eV
HOMO level = -9.1 eV
SMILES string = NNC1=NCC=NO1

Last column: Mulliken charge in e.
Cartesian coordinates (Å):
N: 2.5082 -0.4811 0.5614  -0.53
N: 1.7870 0.0548 -0.6516  -0.19
C: 0.4347 0.0304 -0.4070  0.54
N: -0.3597 1.0078 -0.3182  -0.57
C: -1.6982 0.8176 0.1306  -0.25
C: -2.1487 -0.5576 0.1138  -0.06
N: -1.3913 -1.5295 -0.2277  -0.36
O: -0.0505 -1.2220 -0.3589  -0.22
H: 3.1526 -1.1041 0.0257  0.26
H: 3.1006 0.2286 0.9234  0.23
H: 2.0299 0.9873 -0.8276  0.30
H: -2.4035 1.4643 -0.4685  0.27
H: -1.7744 1.1946 1.1679  0.23
H: -3.1867 -0.8910 0.3366  0.35



Energies, relative to the best one, in eV: #A 5.216; #B 0.000.



#A
This record from the OMol25 dataset describes 2 unconnected molecules or ions with the total composition C3H6N4O. The level of theory is the ωB97M-V functional and the def2-TZVPD basis.

Computed properties:
frontier orbital gap = 7.9 eV
lowest unoccupied orbital energy = 0.6 eV
HOMO level = -7.3 eV

Last column: Mulliken charge in e.
Cartesian coordinates (Å):
C: 0.1288 -0.3694 -0.8318  0.76
C: 0.5912 0.4218 1.2746  0.64
N: -0.1923 0.8255 -1.4787  -0.59
N: 0.3362 -1.4685 -1.6488  -0.52
C: 0.7575 1.3036 2.2285  -1.00
N: -1.2848 -0.5832 0.5727  0.06
N: 0.8939 -0.3276 0.3034  -0.52
O: -1.7336 -1.6115 0.9022  -0.33
H: 0.3782 -2.3375 -1.1353  0.26
H: -0.3781 1.5758 -0.8257  0.25
H: -0.9321 0.7467 -2.1631  0.24
H: -0.2428 -1.5224 -2.4723  0.23
H: 0.0519 1.3925 3.0416  0.26
H: 1.6260 1.9540 2.2329  0.26



#B
This record from the OMol25 dataset describes a single C3H6N4O molecule. The level of theory is the ωB97M-V functional and the def2-TZVPD basis.

Computed properties:
frontier orbital gap = 8.9 eV
lowest unoccupied orbital energy = -0.1 eV
HOMO level = -9.0 eV
SMILES string = [H]/N=C/N=C\N(N)C=O

Last column: Mulliken charge in e.
Cartesian coordinates (Å):
H: 1.7703 -2.5787 1.4143  0.21
N: 1.9099 -1.8512 0.5694  -0.55
C: 1.5181 -0.5558 1.0754  -0.09
N: 1.3872 0.3754 0.1796  -0.31
C: 0.4011 1.1148 -0.3035  0.01
N: -0.9260 0.7585 -0.4012  0.21
N: -1.1606 -0.6956 0.0235  -0.81
C: -1.7054 1.1693 -1.5124  0.22
O: -1.5455 2.3035 -1.8815  -0.49
H: 1.6453 -0.1338 2.2472  0.25
H: 0.4753 2.2303 -0.6172  0.33
H: -0.9618 -0.9741 1.0369  0.32
H: -0.3146 -1.3697 -0.3249  0.39
H: -2.4931 0.2070 -1.5056  0.30



#C
This record from the OMol25 dataset describes a single C3H6N4O molecule. The level of theory is the ωB97M-V functional and the def2-TZVPD basis.

Computed properties:
frontier orbital gap = 9.8 eV
lowest unoccupied orbital energy = 0.5 eV
HOMO level = -9.2 eV
SMILES string = [H]/N=C1/CO/C(=N/[H])NN1

Last column: Mulliken charge in e.
Cartesian coordinates (Å):
H: 2.9922 0.6179 -0.2122  0.20
N: 2.5808 -0.3089 -0.3436  -0.70
C: 1.3111 -0.2312 -0.2361  0.14
C: 0.3615 -1.2302 0.1198  -0.16
O: -1.1016 -1.3112 -0.1398  -0.30
C: -1.6359 -0.2176 -0.0119  0.59
N: -2.7694 -0.0809 -0.5393  -0.64
H: -2.8103 0.8792 -0.2528  0.19
N: -0.7284 0.8448 0.4476  -0.36
N: 0.5214 0.9383 -0.3645  -0.31
H: 0.7686 -1.0484 1.3435  0.22
H: 0.5207 -2.2775 -0.0439  0.44
H: -1.2036 1.7770 0.2887  0.37
H: 1.1929 1.6485 -0.0554  0.33



#D
This record from the OMol25 dataset describes a single C3H6N4O molecule. The level of theory is the ωB97M-V functional and the def2-TZVPD basis.

Computed properties:
frontier orbital gap = 10.3 eV
lowest unoccupied orbital energy = 0.4 eV
HOMO level = -9.9 eV
SMILES string = [H]/N=C(N)\N=C/NC=O

Last column: Mulliken charge in e.
Cartesian coordinates (Å):
H: 2.6632 -1.1589 -0.9068  0.29
N: 2.8399 -0.1407 -0.7460  -0.64
C: 1.8401 0.1179 -0.0237  0.46
N: 1.3859 1.4119 0.3755  -0.57
N: 1.0554 -0.8959 0.5982  -0.55
C: -0.1673 -1.0627 0.2006  0.15
N: -1.0995 -0.1915 -0.3036  -0.27
C: -2.5271 -0.1992 0.0606  0.03
O: -3.2180 0.6945 -0.2872  -0.43
H: 2.1785 2.1309 0.4032  0.28
H: 1.0628 1.2539 1.2863  0.26
H: -0.7039 -1.9517 0.4572  0.30
H: -0.7624 0.8447 -0.3034  0.33
H: -2.8399 -1.0975 0.4660  0.35



Energies, relative to the best one, in eV: #A 3.426; #B 4.106; #C 3.566; #D 0.000.



#A
This record from the OMol25 dataset describes a molecular structure, C3H6N4O. The level of theory is the ωB97M-V functional and the def2-TZVPD basis.

Computed properties:
frontier orbital gap = 9.7 eV
lowest unoccupied orbital energy = 0.3 eV
HOMO level = -9.4 eV

Last column: Mulliken charge in e.
Cartesian coordinates (Å):
C: 1.1996 1.0897 0.5825  -0.63
C: -0.6612 -1.6325 0.2990  -0.22
C: -0.4913 -0.7903 -0.8502  0.52
H: 1.3571 -0.3299 0.7673  0.20
H: 2.3662 1.5206 0.2368  0.27
H: 1.0102 1.2470 1.7319  0.28
H: -0.5256 2.3133 -0.1059  0.31
H: -0.5559 -2.8520 0.1954  0.30
H: -0.3901 -0.2135 -2.8620  0.32
N: 0.0569 1.4208 -0.2148  -0.18
N: -0.9190 0.5248 -0.2942  -0.10
N: -1.1761 -1.2873 1.3241  -0.19
N: -0.0563 -1.0387 -1.9774  -0.64
O: -1.2144 0.0280 1.1675  -0.21



#B
This record from the OMol25 dataset describes a single C3H6N4O molecule. The level of theory is the ωB97M-V functional and the def2-TZVPD basis.

Computed properties:
frontier orbital gap = 10.6 eV
lowest unoccupied orbital energy = 0.9 eV
HOMO level = -9.7 eV
SMILES string = NNC1=NCC=NO1

Last column: Mulliken charge in e.
Cartesian coordinates (Å):
N: 2.5173 -0.6861 -0.2310  -0.55
N: 1.7691 0.4418 0.3527  -0.15
C: 0.3830 0.1851 0.1286  0.45
N: -0.4648 1.0929 -0.2275  -0.53
C: -1.8348 0.7758 0.2094  -0.31
C: -2.1053 -0.7140 -0.2038  0.04
N: -1.1688 -1.5700 -0.0930  -0.40
O: -0.0406 -1.0498 0.6833  -0.21
H: 2.9138 -0.3617 -1.1474  0.24
H: 3.4461 -0.8058 0.3123  0.25
H: 2.1565 1.3207 -0.1326  0.31
H: -2.5361 1.5131 -0.1791  0.32
H: -1.9860 0.7943 1.3295  0.21
H: -3.0495 -0.9364 -0.8013  0.32



Energies, relative to the best one, in eV: #A 4.763; #B 0.000.



#A
This record from the OMol25 dataset describes a molecular structure, CuH8O4. The level of theory is the ωB97M-V functional and the def2-TZVPD basis.

Computed properties:
frontier orbital gap = 8.4 eV
net charge = +1
lowest unoccupied orbital energy = -3.6 eV
HOMO level = -12.0 eV

Last column: Mulliken charge in e.
Cartesian coordinates (Å):
Cu: -1.0920 -8.2220 0.4040  0.22
O: -0.8290 -9.8670 -0.4440  -0.52
H: -0.8640 -9.5900 -1.3500  0.39
H: -1.3180 -10.7260 -0.3780  0.33
O: -1.1690 -8.6290 2.2090  -0.46
H: -1.8080 -8.2110 2.8190  0.33
H: -0.3430 -8.6980 2.6860  0.32
O: -2.6610 -7.0940 0.0030  -0.48
H: -3.2350 -6.9320 0.7850  0.34
H: -2.7570 -6.3850 -0.6510  0.32
O: 0.4230 -7.1350 0.2590  -0.39
H: 0.4850 -6.1600 0.2090  0.31
H: 1.2190 -7.2430 0.7460  0.31



#B
This record from the OMol25 dataset describes a molecular structure, CuH8O4. The level of theory is the ωB97M-V functional and the def2-TZVPD basis.

Computed properties:
frontier orbital gap = 8.1 eV
net charge = +1
lowest unoccupied orbital energy = -4.0 eV
HOMO level = -12.1 eV

Last column: Mulliken charge in e.
Cartesian coordinates (Å):
Cu: 24.4310 -13.6080 8.6570  0.25
O: 24.4320 -14.7130 7.1210  -0.54
H: 24.1820 -14.2200 6.2980  0.35
H: 23.8560 -15.4750 7.1880  0.35
O: 23.4110 -14.4830 9.8810  -0.55
H: 22.6420 -14.8100 9.4270  0.39
H: 23.0430 -13.9020 10.5680  0.35
O: 25.7830 -12.3140 8.7740  -0.55
H: 25.4490 -11.5110 9.1930  0.36
H: 25.9260 -11.9480 7.8880  0.38
O: 23.0680 -12.3260 8.2530  -0.37
H: 22.7240 -11.6830 8.8560  0.29
H: 22.9700 -11.9770 7.3560  0.29



Energies, relative to the best one, in eV: #A 0.000; #B 0.463.